(1)
The following is a quantum chemistry calculation of one molecule with the formula H5N2OP in a non-equilibrium geometry, from the Open Molecules 2025 dataset.

LUMO energy (eV): 0.85
Energy above the lowest of the compared OMol25 structures with the same formula, charge and spin (kcal per mole): 11.0
HOMO-LUMO gap (eV): 11.12
Net charge: 0
HOMO (eV): -10.27
Spin multiplicity: 1

Last columns: bonded neighbours and bond lengths (Å).
Atoms and positions in Å:
1 N 0.15 -1.28 -0.36  P4 1.720, H5 0.971, H6 0.967
2 N 0.04 1.20 -0.61  P4 1.646, H7 1.090, H8 1.017
3 O -2.32 -0.10 -0.11  P4 1.515
4 P -0.84 0.03 0.15  N1 1.720, N2 1.646, O3 1.515, H9 1.358
5 H 0.15 -1.00 -1.29  N1 0.971
6 H -0.26 -2.14 -0.18  N1 0.967
7 H 1.03 0.93 -0.22  N2 1.090
8 H -0.28 2.14 -0.41  N2 1.017
9 H -0.49 0.07 1.46  P4 1.358

(2)
The following is a quantum chemistry calculation of a 2-piece molecular cluster, H5N2P overall in a non-equilibrium geometry, from the Open Molecules 2025 dataset.

LUMO energy (spin up / spin down) (eV): -0.31 / 0.01
Energy above the lowest of the compared OMol25 structures with the same formula, charge and spin (kcal per mole): 62.6
HOMO-LUMO gap (spin up / spin down) (eV): 6.68 / 8.20
Net charge: 0
HOMO (spin up / spin down) (eV): -6.99 / -8.19
Spin multiplicity: 1

Last columns: bonded neighbours and bond lengths (Å).
Atoms and positions in Å:
1 N -1.36 0.06 0.43  P3 1.598, H4 1.046, H5 1.051
2 N 1.28 0.38 0.58  P3 1.781, H6 1.024, H7 1.039
3 P -0.21 0.96 -0.21  N1 1.598, N2 1.781
4 H -2.24 0.01 -0.14  N1 1.046
5 H -1.17 -0.94 0.66  N1 1.051
6 H 2.09 0.97 0.41  N2 1.024
7 H 1.46 -0.62 0.34  N2 1.039
8 H 0.15 -0.82 -2.06  no bonds

What is the formula in the first record?
H5N2OP

energy above the lowest of the compared OMol25 structures with the same formula, charge and spin of number 2 (H5N2P)?
62.6 kcal per mole

Which value of net charge does entry 1 give?
0

Which value of spin multiplicity does entry 1 give?
1